No. 1
A molecular structure, C6H14BiMgO4 in a non-equilibrium geometry, computed with ωB97M-V/def2-TZVPD.

Last column: Mulliken spin population.
Cartesian coordinates (Å):
O (2.53300, -0.15754, 2.20326)  0.031
Bi (3.67396, -0.96288, 3.53000)  0.030
C (2.32917, 1.17403, 1.87790)  0.435
H (1.41795, 1.66938, 2.23981)  0.005
H (1.41572, 0.98090, 0.53026)  0.009
H (3.23287, 1.79436, 1.89055)  -0.003
O (0.69649, 0.34274, -0.46755)  0.221
C (0.98575, -1.00331, -0.27065)  0.075
C (-0.13805, -1.95134, -0.60271)  0.016
O (-1.35765, -1.22432, -0.44350)  0.007
C (-2.55571, -1.82360, -0.92853)  0.001
C (-3.62939, -0.76937, -0.79753)  0.001
O (-3.11791, 0.45552, -1.34531)  0.001
C (-4.11466, 1.46882, -1.50993)  0.000
Mg (-1.13580, 0.69040, -1.09137)  0.003
H (1.74130, -0.84086, 1.03648)  0.126
H (1.91673, -1.31606, -0.76660)  0.023
H (-0.13587, -2.83802, 0.04518)  0.006
H (-0.06595, -2.30669, -1.64440)  0.014
H (-2.81468, -2.70660, -0.33007)  0.000
H (-2.41581, -2.12185, -1.97830)  -0.002
H (-3.89390, -0.59601, 0.25521)  0.000
H (-4.52522, -1.07242, -1.35455)  0.000
H (-3.61135, 2.37598, -1.85571)  0.000
H (-4.84661, 1.13840, -2.25664)  0.000
H (-4.61179, 1.65749, -0.54976)  0.000

Cartesian forces (eV/Å) of the 6 atoms listed first:
O -1.252 0.950 -0.832
Bi 1.780 -1.265 1.929
C -0.915 1.200 -1.255
H 0.047 -0.539 0.441
H -0.078 -0.346 -1.066
H -0.253 -0.217 -0.526

Computed properties:
* energy relative to the best compared isomer or geometry (same formula, charge and spin): 81.29 kcal per mole
* <S²>: 0.86
* spin multiplicity: 2
* total charge: +4
* calculated total energy: -25869.3439 eV

No. 2
2 unconnected molecules or ions with the total composition C6H14Br2O2Si in a non-equilibrium geometry, computed with ωB97M-V/def2-TZVPD.

Last column: Mulliken charge in e.
Cartesian coordinates (Å):
C (-2.25179, -2.11785, -0.41357)  -1.186
C (-2.26850, -0.19636, 1.23580)  -1.062
C (3.11605, -0.49374, -0.03725)  -1.072
C (2.31884, 1.91597, 0.21793)  -1.148
C (-2.74648, -0.73038, -0.08197)  0.741
C (2.30018, 0.56291, 0.83221)  0.572
O (-2.39573, 0.10311, -1.23837)  -0.134
O (1.13493, 0.08655, 1.28903)  -0.444
Si (-0.98616, 0.88562, -1.38897)  0.406
Br (-1.14626, 3.15088, -1.48773)  -0.296
Br (0.07844, 0.25341, -3.26450)  -0.266
H (-1.23054, -2.19719, -0.69876)  0.264
H (-2.35494, -2.82269, 0.44524)  0.359
H (-2.82837, -2.62166, -1.31449)  0.272
H (-2.67752, 0.84660, 1.54264)  0.301
H (-1.20288, -0.09263, 1.31308)  0.095
H (-2.59092, -0.79377, 2.06069)  0.460
H (4.11951, -0.72278, 0.20170)  0.376
H (2.43296, -1.33568, 0.06038)  0.305
H (3.14460, -0.04890, -1.07359)  0.234
H (1.53950, 2.57820, 0.59165)  0.217
H (2.23206, 1.72079, -0.84000)  0.244
H (3.29331, 2.31062, 0.42618)  0.416
H (-3.92849, -0.77587, -0.11464)  0.137
H (2.89818, 0.53479, 1.73731)  0.210

Cartesian forces (eV/Å) of the 6 atoms listed first:
C -1.804 -2.409 -0.750
C -0.768 2.541 0.773
C -2.346 1.446 -1.298
C -0.289 0.076 0.033
C -2.452 -0.347 -1.115
C 1.355 -1.399 -0.005

Computed properties:
* spin multiplicity: 1
* total charge: 0
* calculated total energy: -158506.0477 eV